Computed, not measured: a structure of composition C16H31N2SSc in a non-equilibrium geometry, with the ωB97M-V functional and the def2-TZVPD basis.

Geometry (Å):
C 1.34 1.84 -1.60
H 2.28 2.37 -1.49
H 1.29 1.44 -2.62
H 1.60 0.78 -0.75
C 0.21 2.85 -1.38
H -0.79 2.43 -1.59
H 0.17 3.25 -0.36
C 0.45 4.05 -2.34
H -0.40 4.74 -2.39
H 1.35 4.62 -2.02
H 0.66 3.69 -3.35
C -0.85 -1.52 -0.53
C -1.53 -0.81 -1.58
C -0.57 -0.54 -2.62
C 0.69 -1.07 -2.21
C 0.54 -1.65 -0.91
C 1.56 -2.43 -0.16
C 1.91 -1.18 -3.05
C -0.88 0.02 -3.96
C -2.99 -0.57 -1.63
C -1.48 -2.17 0.64
Sc 0.01 0.67 -0.52
H 2.77 -1.49 -2.44
H 1.77 -1.94 -3.83
H 2.16 -0.24 -3.55
H 2.56 -2.22 -0.54
H 1.54 -2.17 0.91
H 1.36 -3.51 -0.26
H -2.41 -1.66 0.91
H -1.72 -3.23 0.44
H -0.82 -2.15 1.51
H -3.22 0.31 -2.25
H -3.55 -1.42 -2.05
H -3.38 -0.38 -0.62
H -0.13 0.77 -4.26
H -0.89 -0.76 -4.74
H -1.86 0.51 -3.96
C 1.30 -0.69 5.37
N 0.87 -0.97 3.98
C 0.39 0.03 3.17
S 1.24 0.48 1.73
N -0.69 0.70 3.56
C -1.51 0.36 4.72
H 0.85 0.24 5.74
H 2.39 -0.60 5.41
H 1.00 -1.52 6.01
H 1.55 -1.56 3.49
H -0.99 1.43 2.92
H -1.24 0.99 5.58
H -2.56 0.54 4.47
H -1.37 -0.69 4.98

Charge: +2
Orbital gap, Eh: 0.2520
M, u: 328.46
Max |F|, eV/A: 7.4
HOMO level, eV: -14.7
Energy, hartree: -1896.10773

Results of the Löwdin charge analysis, in e, for atoms 1 through 2: C -0.128; H 0.136